No. 1
76
Properties=species:S:1:pos:R:3 method="wB97M-V/def2-TZVPD" total_charge=-1 lumo_energy_ev=2.45 gap_ha=0.2100
Ba 0.729 1.203 -0.457
C -3.070 -4.617 -1.191
C -2.147 -3.434 -1.084
C -2.608 -2.186 -0.690
C -1.711 -1.135 -0.584
N -0.413 -1.260 -0.826
C 0.032 -2.443 -1.233
C -0.792 -3.548 -1.378
H -3.925 -4.498 -0.526
H -2.549 -5.539 -0.935
H -3.446 -4.721 -2.211
H -3.654 -2.027 -0.453
H -2.025 -0.143 -0.277
H 1.093 -2.510 -1.442
H -0.382 -4.497 -1.703
Cl 2.421 -1.789 1.121
C 2.570 0.026 1.226
H 3.576 0.220 0.827
H 2.630 0.221 2.305
O 0.028 1.840 1.595
O -1.079 1.851 0.622
C -0.152 2.276 6.415
Si 0.571 1.774 4.721
C 1.147 -0.025 4.926
C 2.093 2.864 4.411
As -1.007 2.300 3.018
Si -2.216 0.271 3.159
C -2.889 -0.012 4.928
C -3.773 0.432 2.080
C -1.192 -1.255 2.704
H 0.586 2.158 7.210
H -1.018 1.658 6.665
H -0.481 3.318 6.405
H 2.053 -0.083 5.533
H 1.361 -0.484 3.957
H 0.376 -0.623 5.419
H 2.867 2.734 5.169
H 1.801 3.917 4.394
H 2.518 2.619 3.435
H -3.364 0.891 5.322
H -2.090 -0.298 5.617
H -3.634 -0.810 4.927
H -4.514 1.067 2.570
H -4.237 -0.535 1.871
H -3.502 0.902 1.133
H -0.739 -1.708 3.588
H -0.383 -0.970 2.025
H -1.792 -2.015 2.202
O 2.609 1.429 -1.676
S 2.440 0.087 -2.307
C 2.761 0.371 -4.088
C 4.106 -0.239 -4.452
C 4.979 -0.084 -3.211
C 4.126 -0.652 -2.094
H 2.756 1.457 -4.170
H 1.919 -0.029 -4.642
H 4.535 0.235 -5.338
H 3.980 -1.304 -4.669
H 5.155 0.978 -3.020
H 5.946 -0.582 -3.316
H 4.466 -0.414 -1.088
H 4.008 -1.735 -2.186
C -2.421 0.129 -3.824
Si -0.834 1.178 -3.890
C -1.287 3.002 -3.613
C -0.291 1.082 -5.722
O 0.240 0.674 -2.847
H -3.121 0.390 -4.624
H -2.933 0.254 -2.867
H -2.174 -0.932 -3.925
H -2.144 3.339 -4.202
H -0.432 3.632 -3.874
H -1.514 3.172 -2.556
H -1.100 1.396 -6.388
H -0.012 0.062 -6.005
H 0.570 1.727 -5.917


No. 2
70
Properties=species:S:1:pos:R:3 method="wB97M-V/def2-TZVPD" total_charge=-1 lumo_energy_ev=2.19 gap_ha=0.1304
C -1.018 5.860 -1.801
C -1.593 6.084 -0.346
B -2.080 4.668 0.272
O -3.341 4.172 -0.138
P -0.966 3.705 1.482
C 0.771 4.335 1.134
C -1.037 1.859 1.123
C -0.658 1.452 -0.345
C 0.653 0.615 -0.472
C 1.938 1.425 -0.794
C 2.165 1.745 -2.296
C 1.045 2.601 -2.952
C 1.364 2.917 -4.450
O 0.532 2.143 -5.294
C -0.788 2.649 -5.331
H -1.447 6.601 -2.501
H -1.253 4.863 -2.209
H 0.073 6.023 -1.845
H -2.481 6.738 -0.457
H -0.788 6.549 0.239
H -3.849 4.926 -0.436
H 0.833 5.399 1.405
H 1.535 3.734 1.651
H 0.966 4.193 0.052
H -0.467 1.321 1.897
H -2.102 1.597 1.267
H -0.682 2.364 -0.966
H -1.478 0.808 -0.719
H 0.522 -0.200 -1.203
H 0.809 0.115 0.505
H 2.792 0.793 -0.478
H 2.035 2.353 -0.202
H 3.095 2.354 -2.352
H 2.308 0.855 -2.931
H 0.864 3.546 -2.399
H 0.109 2.024 -2.852
H 2.421 2.639 -4.619
H 1.297 4.004 -4.650
H -0.774 3.750 -5.197
H -1.219 2.408 -6.315
H -1.414 2.249 -4.509
C 1.908 -4.426 3.538
C 1.349 -4.398 2.102
C 0.882 -5.812 1.710
C -0.391 -6.289 2.405
C -1.327 -5.142 2.799
C -1.132 -3.848 1.988
N 0.251 -3.423 2.122
O 0.524 -2.237 1.437
C -2.028 -2.787 2.640
C -1.617 -4.061 0.542
C 2.510 -4.055 1.163
H 2.279 -3.440 3.824
H 2.743 -5.137 3.633
H 1.145 -4.715 4.263
H 0.717 -5.845 0.629
H 1.684 -6.536 1.899
H -0.915 -6.984 1.740
H -0.138 -6.868 3.299
H -2.365 -5.485 2.727
H -1.170 -4.916 3.858
H -1.688 -2.566 3.654
H -3.065 -3.139 2.703
H -2.030 -1.856 2.071
H -2.671 -4.365 0.531
H -1.053 -4.833 0.016
H -1.540 -3.140 -0.038
H 3.302 -4.808 1.252
H 2.956 -3.090 1.404
H 2.187 -4.034 0.121


No. 3
83
Properties=species:S:1:pos:R:3 method="wB97M-V/def2-TZVPD" s2=2.027 lumo_energy_ev="0.39 / 0.39" gap_ha="0.1761 / 0.2906" spin_multiplicity=3
Ti 0.457 -0.356 0.458
O -0.289 3.425 -0.449
Cl 0.004 2.450 0.524
O 0.047 2.992 1.838
O -0.981 1.323 0.476
O 1.274 1.740 0.206
O 0.781 -0.823 -1.321
N 1.006 -2.082 -1.806
C 0.946 -2.278 -3.172
C 1.536 -3.383 -3.709
C 2.203 -4.317 -2.895
C 2.198 -4.099 -1.496
C 1.606 -2.996 -0.952
S 1.428 -2.610 0.746
H 0.391 -1.535 -3.718
H 1.456 -3.538 -4.778
H 2.683 -5.186 -3.318
H 2.636 -4.820 -0.819
C -1.589 0.025 3.131
O -1.284 -0.906 2.097
C -2.411 -1.724 1.804
C -2.136 -2.466 0.516
O -1.665 -1.575 -0.472
C -2.663 -0.732 -1.035
H -1.857 -0.512 4.046
H -2.421 0.664 2.826
H -0.709 0.636 3.303
H -3.299 -1.089 1.718
H -2.578 -2.435 2.622
H -3.044 -2.981 0.183
H -1.340 -3.195 0.664
H -3.451 -1.341 -1.489
H -2.177 -0.128 -1.799
H -3.100 -0.063 -0.290
C 3.609 -2.748 3.481
N 2.523 -1.834 3.798
C 1.324 -2.488 4.306
P 2.419 -0.279 3.299
O 1.311 -0.011 2.317
N 2.106 0.575 4.670
C 2.534 0.203 6.004
C 1.711 1.974 4.540
N 3.858 0.159 2.653
C 4.063 0.337 1.220
C 4.954 0.592 3.503
H 3.262 -3.516 2.786
H 3.973 -3.225 4.396
H 4.429 -2.213 3.010
H 0.938 -3.197 3.568
H 0.548 -1.751 4.512
H 1.549 -3.023 5.232
H 2.842 -0.839 6.031
H 1.710 0.341 6.709
H 3.371 0.825 6.340
H 1.422 2.197 3.517
H 2.529 2.638 4.837
H 0.852 2.180 5.184
H 3.333 -0.244 0.659
H 5.054 -0.037 0.953
H 3.988 1.387 0.930
H 4.812 0.250 4.527
H 5.056 1.682 3.513
H 5.893 0.165 3.141
C -1.328 -0.508 -5.443
N -0.046 0.140 -5.233
C 0.926 -0.093 -6.289
C 0.064 1.166 -4.344
S -1.276 1.867 -3.629
N 1.337 1.618 -4.113
C 2.408 0.685 -3.771
C 1.491 2.894 -3.433
H -1.147 -1.476 -5.912
H -1.981 0.092 -6.084
H -1.837 -0.657 -4.494
H 0.410 -0.088 -7.252
H 1.428 -1.059 -6.173
H 1.672 0.696 -6.291
H 2.213 -0.309 -4.153
H 2.493 0.607 -2.683
H 3.355 1.045 -4.180
H 0.787 3.618 -3.833
H 2.511 3.242 -3.608
H 1.322 2.806 -2.357


No. 4
72
Properties=species:S:1:pos:R:3 method="wB97M-V/def2-TZVPD" s2=0.754 lumo_energy_ev="0.66 / 0.07" gap_ha="0.3455 / 0.3436" spin_multiplicity=2
C -0.429 1.494 3.679
C -1.012 1.296 2.218
C 0.116 0.532 1.446
C -2.276 0.369 2.337
C -3.668 1.078 2.242
C -4.089 1.509 3.699
N -5.446 2.076 3.778
C -4.716 0.016 1.775
C -4.523 -0.522 0.340
F -5.026 0.319 -0.644
C -3.719 2.362 1.332
C -2.351 2.707 0.682
C -2.064 1.900 -0.618
C -2.458 4.218 0.238
N -1.278 2.656 1.702
O -0.207 3.182 1.194
H -0.457 0.565 4.271
H -0.855 2.373 4.189
H 0.650 1.724 3.530
H 0.243 -0.426 1.997
H 1.085 1.049 1.479
H -0.170 0.254 0.419
H -2.233 -0.083 3.350
H -2.141 -0.472 1.631
H -3.371 2.222 4.146
H -4.089 0.560 4.283
H -5.883 2.170 2.869
H -6.069 1.484 4.312
H -4.629 -0.850 2.471
H -5.767 0.355 1.851
H -5.102 -1.467 0.266
H -3.485 -0.777 0.071
H -4.482 2.326 0.536
H -3.984 3.217 1.990
H -1.064 2.160 -1.012
H -2.141 0.808 -0.432
H -2.838 2.158 -1.361
H -3.460 4.423 -0.190
H -1.652 4.486 -0.460
H -2.384 4.825 1.159
C 2.171 -2.209 -0.453
O 0.761 -2.367 -0.400
C 0.156 -2.280 -1.683
C -0.178 -3.655 -2.235
O 0.997 -4.405 -2.510
C 1.284 -5.360 -1.501
H 2.585 -2.536 0.501
H 2.621 -2.805 -1.249
H 2.422 -1.154 -0.600
H 0.796 -1.728 -2.378
H -0.774 -1.715 -1.561
H -0.709 -3.533 -3.184
H -0.836 -4.199 -1.550
H 0.607 -6.216 -1.593
H 1.200 -4.932 -0.500
H 2.307 -5.707 -1.647
C 4.239 1.023 -2.938
O 4.287 -0.366 -2.651
C 5.024 -1.099 -3.621
C 6.424 -1.424 -3.127
O 7.210 -0.248 -2.981
C 7.306 0.181 -1.633
H 3.891 1.540 -2.043
H 5.219 1.419 -3.209
H 3.529 1.213 -3.749
H 5.063 -0.558 -4.571
H 4.486 -2.037 -3.790
H 6.922 -2.052 -3.872
H 6.384 -1.984 -2.188
H 8.002 -0.462 -1.085
H 6.334 0.178 -1.134
H 7.696 1.199 -1.630


No. 5
72
Properties=species:S:1:pos:R:3 method="wB97M-V/def2-TZVPD" lumo_energy_ev=-3.30 gap_ha=0.0463
C 1.728 -5.626 -2.699
C 0.370 -6.168 -1.889
O -0.752 -6.462 -2.798
C -2.012 -5.850 -2.344
C -2.032 -4.312 -2.903
C -2.912 -3.913 -4.227
N -2.913 -2.511 -4.242
C -2.174 -1.870 -3.048
C -2.852 -0.394 -2.827
O -2.081 0.529 -1.980
C -0.695 0.690 -2.444
C -2.498 -3.074 -1.933
C -1.723 -3.041 -0.492
C -1.928 -1.659 0.376
C -1.884 -2.007 1.976
C -0.720 -1.230 2.829
O 0.483 -0.869 2.065
C 1.463 -1.965 2.010
O 1.091 -3.147 1.500
H 2.716 -6.107 -2.283
H 1.842 -4.443 -2.621
H 1.686 -5.883 -3.848
H 0.724 -7.085 -1.251
H 0.130 -5.302 -1.105
H -2.963 -6.428 -2.707
H -1.996 -5.829 -1.154
H -0.921 -4.136 -3.296
H -3.442 -4.634 -5.017
H -3.370 -1.917 -4.968
H -1.024 -1.951 -3.322
H -3.902 -0.590 -2.293
H -3.093 0.059 -3.888
H -0.582 0.820 -3.602
H -0.228 1.655 -1.930
H -0.054 -0.225 -2.034
H -3.671 -3.237 -1.805
H -2.160 -3.955 0.139
H -0.572 -3.249 -0.591
H -2.980 -1.138 0.161
H -1.117 -0.900 0.005
H -1.693 -3.170 2.119
H -2.983 -1.826 2.404
H -1.178 -0.249 3.292
H -0.360 -1.993 3.672
H 2.590 -1.863 2.374
C 2.028 1.951 3.942
Si 1.692 3.238 2.597
C -0.171 3.370 2.424
C 2.397 2.554 1.000
N 2.435 4.741 3.075
Si 2.325 6.156 2.062
C 0.560 6.733 1.806
C 3.128 5.914 0.385
C 3.248 7.570 2.913
H 1.565 0.998 3.674
H 3.104 1.789 4.065
H 1.613 2.278 4.901
H -0.613 2.371 2.342
H -0.455 3.926 1.527
H -0.611 3.862 3.296
H 3.491 2.562 1.020
H 2.058 3.124 0.131
H 2.070 1.519 0.857
H 0.010 6.069 1.136
H 0.552 7.731 1.358
H 0.026 6.791 2.760
H 4.129 5.482 0.488
H 3.229 6.877 -0.127
H 2.532 5.265 -0.260
H 4.300 7.313 3.059
H 2.803 7.794 3.887
H 3.199 8.475 2.300


No. 6
72
Properties=species:S:1:pos:R:3 method="wB97M-V/def2-TZVPD" smiles="COCCOCCC(=O)OC(C)=O.CCOCC.CCOCC.CCOCC" lumo_energy_ev=0.70 gap_ha=0.3687 de_lowest_kcal_mol=34.3
C -0.712 -2.381 -1.053
O -1.787 -2.981 -1.795
C -3.007 -2.351 -1.400
C -3.298 -1.223 -2.422
O -4.382 -0.441 -1.906
C -4.295 0.938 -2.205
C -4.121 1.693 -0.834
C -2.617 1.860 -0.656
O -2.050 1.121 0.058
O -1.954 2.838 -1.364
C -0.568 2.502 -1.389
C -0.043 1.591 -2.488
O 0.135 2.950 -0.603
H -0.672 -2.828 -0.046
H 0.220 -2.548 -1.604
H -0.913 -1.307 -0.904
H -2.961 -1.960 -0.370
H -3.804 -3.108 -1.444
H -2.360 -0.656 -2.531
H -3.622 -1.640 -3.387
H -3.425 1.204 -2.831
H -5.184 1.289 -2.753
H -4.523 1.065 -0.036
H -4.656 2.653 -0.874
H -0.674 1.658 -3.388
H 0.984 1.896 -2.711
H -0.025 0.536 -2.186
C 2.811 -0.623 3.211
C 1.919 -0.566 1.983
O 0.887 -1.539 1.983
C -0.048 -1.455 3.045
C -0.824 -0.149 3.069
H 3.185 -1.636 3.368
H 3.658 0.054 3.099
H 2.271 -0.330 4.113
H 2.522 -0.767 1.096
H 1.497 0.437 1.852
H 0.447 -1.634 4.006
H -0.746 -2.281 2.896
H -0.179 0.698 3.313
H -1.617 -0.191 3.818
H -1.269 0.051 2.094
C 6.118 2.173 7.045
C 5.225 2.226 5.816
O 4.198 1.251 5.819
C 3.260 1.332 6.876
C 2.473 2.632 6.894
H 6.494 1.161 7.203
H 6.964 2.851 6.929
H 5.578 2.467 7.947
H 5.830 2.023 4.931
H 4.803 3.228 5.682
H 3.753 1.160 7.839
H 2.567 0.502 6.727
H 3.110 3.484 7.138
H 1.679 2.585 7.641
H 2.028 2.824 5.916
C -2.200 -0.138 -7.287
C -1.316 -0.468 -6.096
O -1.600 -1.723 -5.507
C -1.424 -2.859 -6.335
C 0.004 -3.044 -6.819
H -3.254 -0.255 -7.027
H -2.028 0.888 -7.615
H -1.995 -0.796 -8.133
H -1.484 0.276 -5.313
H -0.256 -0.402 -6.365
H -2.122 -2.829 -7.179
H -1.706 -3.719 -5.727
H 0.300 -2.254 -7.512
H 0.109 -3.998 -7.337
H 0.699 -3.019 -5.978


What did the fourth record say?
72
Properties=species:S:1:pos:R:3 method="wB97M-V/def2-TZVPD" s2=0.754 lumo_energy_ev="0.66 / 0.07" gap_ha="0.3455 / 0.3436" spin_multiplicity=2
C -0.429 1.494 3.679
C -1.012 1.296 2.218
C 0.116 0.532 1.446
C -2.276 0.369 2.337
C -3.668 1.078 2.242
C -4.089 1.509 3.699
N -5.446 2.076 3.778
C -4.716 0.016 1.775
C -4.523 -0.522 0.340
F -5.026 0.319 -0.644
C -3.719 2.362 1.332
C -2.351 2.707 0.682
C -2.064 1.900 -0.618
C -2.458 4.218 0.238
N -1.278 2.656 1.702
O -0.207 3.182 1.194
H -0.457 0.565 4.271
H -0.855 2.373 4.189
H 0.650 1.724 3.530
H 0.243 -0.426 1.997
H 1.085 1.049 1.479
H -0.170 0.254 0.419
H -2.233 -0.083 3.350
H -2.141 -0.472 1.631
H -3.371 2.222 4.146
H -4.089 0.560 4.283
H -5.883 2.170 2.869
H -6.069 1.484 4.312
H -4.629 -0.850 2.471
H -5.767 0.355 1.851
H -5.102 -1.467 0.266
H -3.485 -0.777 0.071
H -4.482 2.326 0.536
H -3.984 3.217 1.990
H -1.064 2.160 -1.012
H -2.141 0.808 -0.432
H -2.838 2.158 -1.361
H -3.460 4.423 -0.190
H -1.652 4.486 -0.460
H -2.384 4.825 1.159
C 2.171 -2.209 -0.453
O 0.761 -2.367 -0.400
C 0.156 -2.280 -1.683
C -0.178 -3.655 -2.235
O 0.997 -4.405 -2.510
C 1.284 -5.360 -1.501
H 2.585 -2.536 0.501
H 2.621 -2.805 -1.249
H 2.422 -1.154 -0.600
H 0.796 -1.728 -2.378
H -0.774 -1.715 -1.561
H -0.709 -3.533 -3.184
H -0.836 -4.199 -1.550
H 0.607 -6.216 -1.593
H 1.200 -4.932 -0.500
H 2.307 -5.707 -1.647
C 4.239 1.023 -2.938
O 4.287 -0.366 -2.651
C 5.024 -1.099 -3.621
C 6.424 -1.424 -3.127
O 7.210 -0.248 -2.981
C 7.306 0.181 -1.633
H 3.891 1.540 -2.043
H 5.219 1.419 -3.209
H 3.529 1.213 -3.749
H 5.063 -0.558 -4.571
H 4.486 -2.037 -3.790
H 6.922 -2.052 -3.872
H 6.384 -1.984 -2.188
H 8.002 -0.462 -1.085
H 6.334 0.178 -1.134
H 7.696 1.199 -1.630